(1)
{
  "formula": "C7H15NO",
  "method": "the ωB97M-V functional and the def2-TZVPD basis",
  "species": ["C", "C", "C", "C", "C", "N", "C", "C", "O", "H", "H", "H", "H", "H", "H", "H", "H", "H", "H", "H", "H", "H", "H", "H"],
  "xyz": [[0.63368, -0.00604, 0.59921], [0.26335, -1.51020, 2.36667], [-1.62167, -0.67381, 0.11429], [0.36718, 1.31987, 1.24545], [1.46504, -0.05447, -2.63364], [-0.18691, -0.79470, -0.03536], [0.30757, 0.52141, -1.91042], [-0.55593, 1.42549, -2.32587], [-0.52985, -0.93078, 3.32375], [-1.45989, -1.12439, 3.15180], [1.68681, -0.20932, 0.41183], [1.31293, -1.44822, 2.62695], [-0.07368, -2.47602, 2.00351], [-1.99755, -1.60353, 0.54866], [-1.98835, 0.17205, 0.70297], [-2.04434, -0.59738, -0.88775], [0.65481, 2.10346, 0.54108], [-0.67039, 1.46100, 1.53653], [0.98598, 1.42233, 2.13907], [2.41447, 0.22760, -2.16801], [1.49988, 0.27494, -3.68410], [1.41946, -1.14664, -2.62130], [-1.35984, 1.81065, -1.70370], [-0.52277, 1.83672, -3.34164]],
  "forces_ev_per_a": [[-0.885, -0.875, 0.357], [0.409, -0.081, 0.694], [0.130, 0.181, -0.232], [0.009, -0.261, 0.269], [0.070, -0.291, 0.075], [0.524, 0.767, -0.428], [-0.123, 0.526, -1.295], [-0.092, -0.092, 0.181], [-0.241, 0.206, 0.177], [0.209, -0.014, -0.039], [0.018, -0.066, 0.033], [-0.009, -0.023, 0.115], [0.013, 0.103, -0.304], [0.016, -0.020, 0.054], [0.073, -0.002, 0.032], [-0.087, -0.035, 0.046], [-0.018, 0.000, -0.043], [0.015, 0.024, -0.028], [-0.015, 0.024, -0.031], [-0.067, 0.009, 0.016], [-0.078, 0.020, 0.192], [0.011, 0.044, 0.000], [-0.016, -0.096, 0.028], [0.134, -0.045, 0.131]],
  "gap_ev": [7.632, 7.885],
  "e_above_lowest_kcal_mol": 170.3
}

***

(2)
{
  "formula": "C3H8N2O2",
  "method": "the ωB97M-V functional and the def2-TZVPD basis",
  "species": ["C", "C", "N", "C", "N", "H", "H", "H", "H", "O", "H", "H", "O", "H", "H"],
  "xyz": [[1.85260, 1.98262, 1.28949], [1.69938, 0.78040, 0.65862], [0.36260, 0.67053, 0.39990], [-0.22080, 1.80923, 0.85740], [0.64610, 2.62459, 1.39398], [2.76850, 2.42633, 1.59108], [2.45073, 0.02962, 0.48486], [-0.10558, -0.17896, 0.11662], [-1.21717, 2.08888, 0.54539], [-0.87504, -2.11103, 0.30646], [-1.80980, -2.09443, 0.54217], [-0.46733, -2.40906, 1.12692], [-2.07715, -3.38022, -3.52648], [-1.33281, -3.17437, -4.10052], [-2.84872, -2.91639, -3.85458]],
  "forces_ev_per_a": [[-0.421, -0.294, -0.427], [0.395, 0.195, 0.695], [0.092, -0.269, -0.090], [-0.124, 0.173, -0.584], [0.124, 0.248, -0.058], [0.445, 0.297, 0.350], [-0.271, -0.192, -0.220], [-0.092, 0.013, -0.172], [-0.152, -0.215, 0.509], [-0.132, 0.067, 0.304], [-0.068, 0.015, -0.260], [0.222, -0.040, -0.047], [0.150, -0.258, 0.297], [-0.236, 0.123, -0.057], [0.069, 0.138, -0.240]],
  "smiles": "c1c[nH]cn1.O.O",
  "gap_ev": 9.104,
  "e_above_lowest_kcal_mol": 28.1
}

***

(3)
{
  "formula": "C3H4N2O3",
  "method": "the ωB97M-V functional and the def2-TZVPD basis",
  "species": ["C", "C", "O", "C", "N", "O", "N", "O", "H", "H", "H", "H"],
  "xyz": [[1.71642, 0.42952, -0.19037], [0.45515, 0.05025, -0.82773], [0.21449, 0.00011, -1.99052], [-0.74490, -0.14987, 0.26318], [-1.46789, -1.51680, -0.35997], [-2.04646, -2.19908, 0.40310], [-1.74777, 0.83010, 0.21228], [-2.07234, 1.18119, 1.33903], [2.53767, 0.10247, -0.76403], [1.65592, 1.54047, -0.18347], [1.80046, 0.10080, 0.78425], [-0.30074, -0.36914, 1.31424]],
  "forces_ev_per_a": [[-0.264, 1.688, -1.208], [-2.434, 0.106, 1.331], [0.069, -0.223, -0.388], [2.449, -2.377, 0.103], [-0.312, -0.235, 0.196], [0.787, 1.185, -0.162], [-0.674, 0.804, 1.426], [-0.024, -0.008, -1.092], [1.057, -0.145, -0.764], [0.369, -0.499, 0.071], [0.134, -0.678, 2.053], [-1.158, 0.381, -1.566]],
  "smiles": "CC(=O)C(N=O)N=O",
  "gap_ev": [8.472, 8.473],
  "e_above_lowest_kcal_mol": 150.7
}